No. 1
Below is a molecular structure, C4H2N6O4 in a non-equilibrium geometry, with properties calculated with ωB97M-V/def2-TZVPD.

As for the total charge: 0. Its highest occupied orbital energy is -11.189 eV. The lowest unoccupied orbital energy is -1.468 eV. The value obtained for the orbital gap is 9.721 eV.

Last column: Löwdin charge in e.
Positions of all 16 atoms, in Å:
C (0.1978, -0.3813, -0.4126)  0.0164
C (0.1321, 0.4624, 0.8837)  -0.2185
C (1.6082, -0.5320, 0.0303)  -0.1643
C (-0.6437, -1.5109, 0.4267)  -0.3192
N (1.5217, 0.2025, 1.1137)  0.2328
N (-0.6053, -0.5949, 1.5443)  0.0365
N (0.1030, -2.4189, 1.2621)  0.1531
N (0.1885, -1.5797, 2.1558)  0.1180
N (2.7892, -1.3051, -0.2830)  -0.3858
N (-1.8304, -2.0074, -0.2980)  -0.3342
O (3.8255, -0.8207, -0.0008)  0.1447
O (-1.5953, -2.3533, -1.4057)  0.1380
O (2.6371, -2.3386, -0.8369)  0.1346
O (-2.8901, -1.8933, 0.2986)  0.1230
H (-0.1174, -0.3242, -1.4978)  0.1709
H (-0.2127, 1.4876, 0.9455)  0.1539



No. 2
Below is a gas-phase ion, C4H2NO2 (charge -1) in a non-equilibrium geometry, with properties calculated with ωB97M-V/def2-TZVPD.

As for the total charge: -1. Its highest occupied orbital energy is -3.525 eV. The lowest unoccupied orbital energy is 4.298 eV. The value obtained for the orbital gap is 7.823 eV.

Last column: Löwdin charge in e.
Positions of all 9 atoms, in Å:
C (0.3796, 0.4715, 0.1400)  -0.2557
C (0.8268, -0.9553, -0.3012)  -0.2322
C (1.5469, 0.2087, -0.7659)  -0.0020
C (-0.9649, -1.2718, 1.7852)  -0.7345
N (0.4184, -0.6210, 1.0636)  0.0248
O (-1.3618, -2.2078, 1.1151)  -0.0310
O (-1.2304, -0.7049, 2.7870)  0.0236
H (-0.2608, 1.3785, 0.0074)  0.1218
H (0.1065, -1.6039, -0.7153)  0.0851



No. 3
Below is 2 unconnected molecules or ions with the total composition C4H2NO3 in a non-equilibrium geometry, with properties calculated with ωB97M-V/def2-TZVPD.

As for the total charge: -1. Its highest occupied orbital energy is -4.547 eV. The lowest unoccupied orbital energy is 3.367 eV. The value obtained for the orbital gap is 7.914 eV.

Last column: Löwdin charge in e.
Positions of all 10 atoms, in Å:
C (0.7251, 0.3031, -0.1022)  -0.0970
C (1.7501, -0.6558, -0.0480)  -0.3021
C (0.7684, 1.5685, -0.0360)  -0.1649
C (-2.6583, -0.5905, 0.0704)  -0.6406
N (-1.6281, -0.9581, 0.4143)  0.0467
O (0.6595, 2.7598, -0.0634)  0.1203
O (-3.8172, -0.2817, -0.1414)  -0.0874
O (1.7848, -1.8873, 0.1387)  -0.0166
H (-0.2854, -0.0571, 0.1492)  0.0369
H (2.7012, -0.2010, -0.3816)  0.1047



No. 4
Below is a gas-phase ion, C4H2NO3S (charge -1) in a non-equilibrium geometry, with properties calculated with ωB97M-V/def2-TZVPD.

As for the total charge: -1. Its highest occupied orbital energy is -4.886 eV. The lowest unoccupied orbital energy is 3.170 eV. The value obtained for the orbital gap is 8.056 eV.

Last column: Löwdin charge in e.
Positions of all 11 atoms, in Å:
C (1.1942, -0.4659, -0.0772)  -0.1800
C (1.9865, 0.6321, -0.2995)  -0.4595
C (-0.2523, 1.1345, 0.7275)  -0.3378
C (-2.2422, -0.5520, -0.0473)  -0.7019
N (0.0036, -0.1098, 0.4089)  -0.3825
O (-3.2080, -0.6964, 0.6878)  0.0063
O (-0.8928, -0.9806, 0.8117)  -0.0774
O (-1.9516, -0.2070, -1.1365)  0.0582
S (1.0654, 2.0459, 0.0369)  0.8605
H (1.3057, -1.5597, -0.2270)  0.1347
H (2.9914, 0.7590, -0.8851)  0.0794



No. 5
Below is C4H2O2 in the gas phase, with properties calculated with ωB97M-V/def2-TZVPD.

Its SMILES is C#CC(=O)C=O. As for the total charge: 0. Its highest occupied orbital energy is -10.014 eV. The lowest unoccupied orbital energy is -0.376 eV. The value obtained for the orbital gap is 9.637 eV.

Last column: Löwdin charge in e.
Positions of all 8 atoms, in Å:
C (-1.0069, -1.3920, 0.1146)  0.1678
C (-0.0267, -0.9349, 0.6586)  -0.0201
C (0.9010, 0.2040, 0.6328)  -0.3677
O (1.8876, 0.4553, 1.2652)  0.1390
C (0.2329, 1.0110, -0.5029)  -0.2077
O (-0.5361, 1.9088, -0.3010)  0.0941
H (-1.8766, -1.7322, -0.4008)  0.0582
H (0.3806, 0.5226, -1.4856)  0.1365



No. 6
Below is a molecular structure, C4H2O2S3 in a non-equilibrium geometry, with properties calculated with ωB97M-V/def2-TZVPD.

As for the total charge: 0. Its highest occupied orbital energy is -9.352 eV. The lowest unoccupied orbital energy is -2.296 eV. The value obtained for the orbital gap is 7.056 eV.

Last column: Löwdin charge in e.
Positions of all 11 atoms, in Å:
C (-0.8352, 1.1147, 2.6936)  0.1518
C (-0.2876, 0.9697, 1.6211)  -0.1790
C (-0.1128, 0.8736, -0.6805)  -0.6152
C (0.4260, 0.4717, 0.4804)  -0.8364
O (-0.8447, -1.9633, -1.4706)  -0.3344
O (1.3918, -2.4991, -2.3536)  -0.3453
S (0.6745, 0.5298, -2.1530)  0.7578
S (1.4804, -0.8572, 0.7180)  0.7956
S (0.5150, -1.6634, -1.6179)  0.4550
H (-1.2860, 1.6082, 3.5010)  0.0258
H (-1.1214, 1.4154, -0.7385)  0.1244



No. 7
Below is C4H2O4 in the gas phase in a non-equilibrium geometry, with properties calculated with ωB97M-V/def2-TZVPD.

Its SMILES is O=C1COC(=O)C1=O. As for the total charge: 0. Its highest occupied orbital energy is -10.372 eV. The lowest unoccupied orbital energy is -2.295 eV. The value obtained for the orbital gap is 8.077 eV.

Last column: Löwdin charge in e.
Positions of all 10 atoms, in Å:
O (2.0765, -0.4176, 0.7440)  0.1795
C (0.9660, -0.1740, 0.3408)  -0.2874
C (-0.1891, 0.3972, 1.1204)  -0.0683
O (-1.2829, 0.4812, 0.2307)  0.0540
C (-0.9680, -0.0018, -1.0148)  -0.3618
O (-1.7646, -0.0397, -1.9208)  0.1790
C (0.4756, -0.3974, -1.0252)  -0.2115
O (1.1073, -0.8314, -1.9615)  0.2212
H (0.0391, 1.3271, 1.6103)  0.1437
H (-0.4598, -0.3437, 1.8761)  0.1516



No. 8
Below is C4H2OS in the gas phase in a non-equilibrium geometry, with properties calculated with ωB97M-V/def2-TZVPD.

As for the total charge: 0. Its highest occupied orbital energy (spin up / spin down) is -8.202 / -9.127 eV. Its expectation value of S² is 2.030. The lowest unoccupied orbital energy (spin up / spin down) is 0.523 / -2.285 eV. As for the multiplicity: 3. The value obtained for the orbital gap (spin up / spin down) is 8.725 / 6.842 eV.

Last column: Löwdin charge in e.
Positions of all 8 atoms, in Å:
C (0.5023, -0.4998, -0.5196)  -0.1609
C (0.9903, -0.7007, 0.7915)  -0.6250
C (-1.4136, 1.2295, -0.6492)  -0.1913
C (-0.4065, 0.4891, -0.4214)  -0.1137
O (-2.3560, 1.9323, -0.7090)  0.1595
S (0.2022, 0.0545, 2.0230)  0.7889
H (0.6983, -1.0303, -1.3441)  0.0697
H (1.7829, -1.4746, 0.8287)  0.0729



Energy relative to the best compared isomer or geometry (same formula, charge and spin) list, top to bottom, in kcal/mol: 38.5; 45.5; 33.2; 48.4; 21.8; 0.0; 3.5; 0.0
E_tot list, top to bottom, in eV: -21298.6219; -9761.7905; -11812.7829; -22646.7078; -8271.5837; -40776.4517; -12368.8593; -17058.6793